1.
Molecular formula: C37H32N3P2Pd
Method: DFT, the ωB97M-V functional and the def2-TZVPD basis

Calculated values
* charge: +1
* HOMO level: -11.073 eV
* multiplicity: 1
* energy: -65410.143 eV
* strongest force on any atom: 1.65 eV Å⁻¹
* HOMO-LUMO gap: 7.9 eV

```
75
Properties=species:S:1:pos:R:3:lowdin_charge:R:1
Pd -0.18 0.60 -0.85 0.6409
C 5.67 2.70 -1.60 -0.0673
C 4.95 1.51 -1.54 -0.0822
C 3.61 1.48 -1.86 -0.0361
C 2.98 2.66 -2.27 -0.2497
C 3.70 3.84 -2.36 -0.0151
C 5.04 3.87 -2.02 -0.0642
N 1.64 2.75 -2.69 0.1047
N 0.83 1.88 -2.35 -0.0212
C -0.42 1.90 -3.04 -0.2952
C -0.72 2.46 -4.27 -0.0123
C -2.05 2.38 -4.68 -0.0665
C -3.02 1.79 -3.87 -0.0664
C -2.70 1.24 -2.62 -0.0881
C -1.38 1.29 -2.23 -0.2224
H 6.72 2.71 -1.35 0.1104
H 5.46 0.60 -1.26 0.1040
H 3.06 0.54 -1.84 0.0825
H 3.18 4.72 -2.71 0.1171
H 5.60 4.79 -2.09 0.1114
H 0.04 2.92 -4.87 0.1141
H -2.34 2.79 -5.64 0.1098
H -4.04 1.76 -4.21 0.1097
H -3.47 0.79 -2.01 0.0981
C -0.03 -0.52 3.26 -0.1324
N -0.19 -0.71 1.82 -0.4697
P -1.41 0.13 0.96 0.9003
C -2.86 -0.95 0.80 -0.3071
C -3.88 -1.07 1.75 -0.0681
C -4.95 -1.91 1.52 -0.0640
C -5.02 -2.64 0.33 -0.0636
C -4.03 -2.51 -0.63 -0.0650
C -2.95 -1.67 -0.40 -0.1191
C -1.96 1.58 1.87 -0.3304
C -1.98 2.80 1.20 -0.0875
C -2.46 3.94 1.83 -0.0613
C -2.92 3.87 3.14 -0.0590
C -2.91 2.65 3.81 -0.0580
C -2.43 1.52 3.19 -0.1143
P 1.16 -0.88 0.70 0.9782
C 2.54 -1.54 1.66 -0.3614
C 3.78 -0.96 1.44 -0.0940
C 4.92 -1.49 2.05 -0.0637
C 4.81 -2.60 2.86 -0.0586
C 3.57 -3.19 3.08 -0.0582
C 2.43 -2.67 2.48 -0.0923
C 0.52 -2.30 -0.26 -0.3848
C -0.19 -3.39 0.25 -0.0969
C -0.71 -4.34 -0.60 -0.0716
C -0.54 -4.22 -1.98 -0.0700
C 0.17 -3.16 -2.50 -0.0681
C 0.72 -2.21 -1.64 -0.1403
H -0.90 -0.91 3.79 0.0810
H 0.10 0.53 3.54 0.0847
H 0.83 -1.07 3.62 0.0640
H -3.85 -0.49 2.66 0.0868
H -5.74 -2.00 2.25 0.1112
H -5.87 -3.29 0.15 0.1115
H -4.10 -3.06 -1.56 0.1121
H -2.19 -1.55 -1.15 0.0805
H -1.62 2.86 0.18 0.0763
H -2.47 4.88 1.30 0.1120
H -3.30 4.76 3.63 0.1126
H -3.27 2.59 4.83 0.1131
H -2.43 0.58 3.74 0.0863
H 3.87 -0.09 0.81 0.0803
H 5.88 -1.03 1.87 0.1107
H 5.69 -3.01 3.34 0.1129
H 3.48 -4.06 3.72 0.1131
H 1.48 -3.14 2.64 0.1017
H -0.37 -3.46 1.31 0.1040
H -1.27 -5.17 -0.20 0.1132
H -0.96 -4.97 -2.64 0.1109
H 0.32 -3.07 -3.57 0.1112
H 1.31 -1.39 -2.04 0.0743
```

=====

2.
Molecular formula: C37H33CdCl4N4O7P
Method: DFT, the ωB97M-V functional and the def2-TZVPD basis

Calculated values
* charge: -2
* HOMO level: -3.055 eV
* multiplicity: 1
* energy: -123143.527 eV
* strongest force on any atom: 3.42 eV Å⁻¹
* HOMO-LUMO gap: 7.1 eV

```
87
Properties=species:S:1:pos:R:3:lowdin_charge:R:1
Cd -2.05 -19.33 3.54 1.3033
O -4.14 -15.52 -0.05 -0.0943
C -3.66 -16.56 0.52 -0.7354
O -4.03 -17.14 1.59 -0.0996
C -2.46 -17.24 -0.13 -0.2646
P -2.05 -18.80 0.78 1.0559
C -0.63 -19.44 -0.25 -0.3729
C 0.64 -19.59 0.28 -0.0686
C 1.68 -20.14 -0.53 -0.0778
C 1.33 -20.57 -1.79 -0.1521
C 0.08 -20.53 -2.29 -0.0844
C -0.92 -19.85 -1.53 -0.0820
C -3.45 -19.92 0.22 -0.3484
C -4.50 -19.43 -0.57 -0.0844
C -5.57 -20.27 -0.85 -0.0892
C -5.57 -21.59 -0.36 -0.1128
C -4.54 -22.04 0.45 -0.0806
C -3.42 -21.22 0.71 -0.0975
H -1.61 -16.60 -0.12 0.0750
H -2.73 -17.45 -1.16 0.0764
H 0.91 -19.29 1.31 0.0875
H 2.70 -20.06 -0.17 0.0834
H 2.11 -21.07 -2.36 0.0984
H -0.08 -20.81 -3.32 0.0919
H -1.90 -19.77 -1.98 0.0992
H -4.54 -18.45 -0.85 0.0610
H -6.43 -19.84 -1.41 0.1032
H -6.50 -22.22 -0.50 0.1063
H -4.63 -22.97 0.91 0.0708
H -2.53 -21.52 1.33 0.0526
Cl 1.63 -25.29 6.16 0.5945
C 0.53 -24.24 5.30 -0.6702
C 0.37 -24.37 3.90 -0.1610
C -0.57 -23.54 3.30 -0.5803
Cl -0.80 -23.69 1.59 0.6885
C -1.17 -22.38 3.87 -0.5096
O -1.86 -21.52 3.23 -0.2781
C -0.88 -22.29 5.27 -0.6185
Cl -1.54 -20.97 6.13 0.6796
C -0.11 -23.20 5.94 -0.1665
H 0.83 -25.16 3.38 0.0830
H -0.07 -23.04 7.00 0.0896
N 3.59 -20.24 6.24 0.1024
C 3.02 -19.67 5.40 -0.4302
N 2.50 -19.00 4.37 0.0530
C 1.21 -19.07 4.25 -0.3714
N 0.08 -19.08 3.98 0.0359
O 2.69 -23.10 3.03 0.0890
C 3.77 -22.89 2.47 -0.4661
C 4.22 -21.56 2.01 -0.1168
C 4.90 -20.88 3.22 -0.1775
C 5.94 -21.69 4.05 -0.2061
C 5.39 -22.89 4.84 -0.1545
C 5.21 -24.15 3.89 -0.1619
N 4.82 -23.81 2.50 0.0352
H 3.34 -20.97 1.77 0.0912
H 4.90 -21.67 1.10 0.1379
H 4.10 -20.56 3.89 0.0449
H 5.41 -19.96 2.86 0.1213
H 6.37 -21.02 4.74 0.0838
H 6.76 -21.93 3.36 0.1031
H 4.44 -22.52 5.21 0.0830
H 6.11 -23.23 5.60 0.1068
H 4.44 -24.80 4.27 0.0892
H 6.18 -24.64 3.77 0.1051
H 5.58 -23.41 1.98 0.0866
C -8.14 -15.69 3.21 -0.0372
C -7.93 -17.21 3.12 -0.1608
C -8.60 -17.96 2.13 -0.1023
C -8.42 -19.30 2.13 -0.6762
Cl -9.28 -20.12 0.81 0.5889
C -7.59 -19.98 2.94 -0.1077
C -6.95 -19.27 3.95 0.0053
C -6.97 -17.88 3.94 -0.2320
O -6.17 -17.19 4.85 -0.0708
C -5.05 -16.52 4.21 -0.0921
C -3.84 -17.39 4.23 -0.6906
O -2.70 -16.94 4.26 -0.0418
O -4.09 -18.68 4.16 -0.1827
H -7.55 -15.25 4.05 0.0825
H -9.20 -15.41 3.33 0.0717
H -7.87 -15.32 2.20 0.0880
H -9.32 -17.48 1.49 0.1013
H -7.58 -21.09 2.84 0.1170
H -6.40 -19.79 4.75 0.1329
H -4.84 -15.72 4.93 0.1331
H -5.26 -16.14 3.21 0.1183
```

=====

3.
Molecular formula: C37H33ClN2O21P
Method: DFT, the ωB97M-V functional and the def2-TZVPD basis

Calculated values
* charge: +1
* HOMO level: -11.210 eV
* multiplicity: 1
* energy: -106685.316 eV
* strongest force on any atom: 0.72 eV Å⁻¹
* HOMO-LUMO gap: 7.6 eV

```
95
Properties=species:S:1:pos:R:3:lowdin_charge:R:1
C -5.10 -2.94 -1.02 -0.2571
P -5.76 -1.45 -0.21 0.9002
O -6.13 -0.62 -1.57 -0.3032
C -4.25 -0.50 0.34 -0.2855
C -4.34 0.83 0.58 -0.0593
N -3.10 1.27 0.94 0.1351
C -2.26 0.26 0.97 -0.0308
N -2.92 -0.84 0.62 -0.0110
C -2.34 -2.19 0.56 -0.1042
C -1.24 -2.44 1.61 -0.2150
C -1.71 -3.30 2.79 -0.5589
Cl -1.15 -2.65 4.35 0.6139
H -5.41 -3.81 -0.44 0.0454
H -5.62 -2.98 -1.98 0.0523
H -4.04 -2.96 -1.22 0.0251
H -6.84 0.01 -1.41 0.0572
H -5.21 1.46 0.50 0.1368
H -2.86 2.24 1.16 0.1610
H -1.22 0.31 1.23 0.1645
H -1.94 -2.34 -0.44 0.1357
H -3.15 -2.88 0.74 0.1047
H -0.38 -2.91 1.13 0.1242
H -0.88 -1.50 2.03 0.0668
H -1.32 -4.31 2.72 0.0722
H -2.80 -3.36 2.85 0.0730
C 1.67 3.88 2.01 0.0764
C 2.10 4.17 0.77 -0.2206
C 1.16 4.66 -0.31 -0.2896
O 1.64 4.93 -1.39 0.1459
C -0.26 4.78 0.00 0.0781
C -0.67 4.47 1.23 -0.2445
C 0.27 4.01 2.32 -0.3246
O -0.25 3.74 3.39 0.0949
O -1.95 4.53 1.64 0.0719
O 3.35 4.06 0.38 0.1087
H 2.33 3.52 2.79 0.1390
H -0.94 5.11 -0.77 0.1078
H -1.92 4.28 2.59 0.1147
H 3.39 4.28 -0.57 0.0995
C 4.98 1.46 -3.64 0.0736
C 5.94 0.59 -3.98 -0.2371
C 7.11 0.28 -3.08 -0.3095
O 7.90 -0.55 -3.48 0.1140
C 7.20 0.97 -1.80 0.0802
C 6.23 1.83 -1.46 -0.2236
C 5.05 2.12 -2.37 -0.2922
O 4.21 2.90 -1.95 0.0858
O 6.21 2.48 -0.30 0.1267
O 5.94 -0.10 -5.11 0.1177
H 4.13 1.68 -4.28 0.1383
H 8.04 0.75 -1.16 0.1392
H 5.40 3.01 -0.28 0.0972
H 6.74 -0.66 -5.10 0.1236
C -4.28 7.60 -2.51 0.0719
C -5.17 8.60 -2.36 -0.2309
C -5.22 9.44 -1.10 -0.3077
O -6.06 10.32 -1.07 0.1195
C -4.29 9.15 -0.02 0.0791
C -3.41 8.15 -0.19 -0.2284
C -3.35 7.32 -1.45 -0.3002
O -2.49 6.45 -1.49 0.0734
O -2.52 7.80 0.73 0.1164
O -6.06 8.94 -3.26 0.1309
H -4.23 7.00 -3.41 0.1358
H -4.34 9.74 0.87 0.1389
H -2.02 7.06 0.36 0.0930
H -6.56 9.69 -2.89 0.1267
C 4.33 -3.27 -4.05 0.0797
C 3.20 -2.87 -3.46 -0.2325
C 1.89 -3.63 -3.60 -0.3158
O 0.94 -3.17 -2.99 0.0751
C 1.87 -4.81 -4.43 0.0708
C 3.00 -5.21 -5.03 -0.2284
C 4.31 -4.46 -4.87 -0.3030
O 5.27 -4.92 -5.45 0.1231
O 3.08 -6.27 -5.81 0.1323
O 3.10 -1.79 -2.69 0.1062
H 5.26 -2.73 -3.94 0.1288
H 0.93 -5.34 -4.54 0.1351
H 4.01 -6.33 -6.10 0.1271
H 2.17 -1.76 -2.40 0.1093
C 0.32 -8.56 6.45 0.0781
C 0.51 -8.25 5.16 -0.2350
C 0.47 -6.83 4.65 -0.3147
O 0.66 -6.66 3.46 0.0831
C 0.20 -5.76 5.59 0.0524
C 0.00 -6.07 6.88 -0.2289
C 0.06 -7.49 7.39 -0.3084
O -0.12 -7.64 8.58 0.1155
O -0.25 -5.17 7.82 0.1243
O 0.75 -9.15 4.21 0.1208
H 0.35 -9.57 6.82 0.1386
H 0.17 -4.75 5.20 0.0698
H -0.34 -5.67 8.65 0.1245
H 0.86 -8.65 3.38 0.1188
```

=====

4.
Molecular formula: C37H33CuN2O8
Method: DFT, the ωB97M-V functional and the def2-TZVPD basis

Calculated values
* charge: -1
* HOMO level (alpha / beta): -5.484 / -5.478 eV
* <S²>: 0.75
* multiplicity: 2
* energy: -102908.887 eV
* strongest force on any atom: 0.53 eV Å⁻¹
* HOMO-LUMO gap (alpha / beta): 8.0 / 8.0 eV

```
81
Properties=species:S:1:pos:R:3:lowdin_charge:R:1
Cu 0.87 -1.51 0.90 0.6827
C -0.81 -4.45 -0.88 0.0159
C -0.80 -4.21 0.59 -0.3153
N -0.01 -3.37 1.23 0.1301
C -0.33 -3.45 2.56 -0.1241
C -1.30 -4.38 2.74 -0.0911
N -1.58 -4.86 1.48 0.1959
C -2.05 -4.87 3.91 -0.5033
O -1.72 -4.34 5.07 0.1173
O -2.92 -5.70 3.77 0.0737
C 0.30 -2.47 3.49 -0.5486
O 0.00 -2.55 4.70 0.0402
O 1.04 -1.61 2.93 -0.0195
H -0.23 -3.66 -1.35 0.0715
H -1.82 -4.40 -1.27 0.0828
H -0.38 -5.42 -1.12 0.0833
H -2.29 -5.54 1.30 0.1707
H -0.96 -3.66 4.97 0.0522
C 0.37 4.07 -2.14 0.0199
C -0.35 3.24 -1.10 -0.5753
C -1.67 3.89 -0.70 0.0103
O -0.53 1.95 -1.64 -0.0078
C -0.65 1.10 -0.50 -0.1314
C 0.49 1.65 0.42 -0.1197
O 0.44 3.04 0.09 -0.0131
C 1.98 1.17 0.44 -0.4034
O 2.12 -0.19 0.55 -0.1945
C 2.70 1.64 -0.84 -0.1180
C 2.89 0.71 -1.86 -0.0005
C 3.53 1.07 -3.04 -0.0818
C 4.02 2.36 -3.21 -0.1119
C 3.84 3.29 -2.19 -0.1043
C 3.16 2.93 -1.03 -0.0862
C 2.65 1.74 1.72 -0.0965
C 2.06 1.49 2.96 -0.0293
C 2.66 1.85 4.15 -0.0796
C 3.90 2.46 4.15 -0.1124
C 4.53 2.68 2.93 -0.0941
C 3.92 2.32 1.74 -0.0346
C -0.96 -0.39 -0.92 -0.4023
O 0.08 -1.28 -0.79 -0.2155
C -1.45 -0.38 -2.37 -0.1539
C -0.75 -1.08 -3.33 -0.0125
C -1.17 -1.08 -4.66 -0.0860
C -2.32 -0.39 -5.03 -0.1099
C -3.03 0.32 -4.06 -0.0870
C -2.59 0.33 -2.75 -0.0469
C -2.09 -0.92 0.01 -0.1246
C -3.15 -1.69 -0.45 -0.0352
C -4.03 -2.29 0.45 -0.0858
C -3.88 -2.12 1.81 -0.0939
C -2.84 -1.33 2.28 -0.0676
C -1.96 -0.74 1.39 -0.0379
H -0.33 4.31 -2.94 0.0893
H 1.21 3.53 -2.55 0.0721
H 0.72 5.00 -1.69 0.0957
H -2.32 3.96 -1.57 0.0874
H -1.48 4.89 -0.31 0.0883
H -2.18 3.32 0.08 0.0806
H -1.55 1.42 0.04 0.1306
H 0.13 1.56 1.45 0.1260
H 2.51 -0.29 -1.71 0.1094
H 3.65 0.34 -3.83 0.0939
H 4.53 2.64 -4.12 0.0898
H 4.20 4.30 -2.31 0.0976
H 3.00 3.68 -0.27 0.1184
H 1.13 0.94 3.01 0.0962
H 2.17 1.61 5.09 0.1001
H 4.38 2.74 5.07 0.0900
H 5.52 3.13 2.90 0.0930
H 4.46 2.47 0.82 0.0997
H 0.15 -1.60 -3.03 0.1087
H -0.61 -1.63 -5.40 0.0942
H -2.65 -0.39 -6.06 0.0905
H -3.92 0.87 -4.34 0.0951
H -3.14 0.89 -2.01 0.1259
H -3.27 -1.86 -1.51 0.1129
H -4.84 -2.89 0.06 0.0977
H -4.56 -2.59 2.51 0.1021
H -2.70 -1.18 3.35 0.1144
H -1.15 -0.13 1.78 0.1091
```

=====

5.
Molecular formula: C37H33F10HgN6S
Method: DFT, the ωB97M-V functional and the def2-TZVPD basis

Calculated values
* charge: -2
* HOMO level (alpha / beta): 0.709 / -1.854 eV
* <S²>: 0.78
* multiplicity: 2
* energy: -90028.285 eV
* strongest force on any atom: 1.53 eV Å⁻¹
* HOMO-LUMO gap (alpha / beta): 3.5 / 6.1 eV

```
88
Properties=species:S:1:pos:R:3:lowdin_charge:R:1
Hg 0.45 -0.58 0.29 1.1649
C -1.58 -1.26 3.51 -0.1429
N -0.64 -0.26 3.03 -0.2281
C 0.62 -0.35 3.75 -0.2178
C 1.36 -1.68 3.56 -0.2652
N 1.82 -1.83 2.20 -0.0185
C 2.39 -2.95 1.83 -0.2343
C 3.10 -2.99 0.58 -0.1571
F 3.22 -1.84 -0.11 0.0664
C 3.71 -4.10 0.05 -0.1566
F 4.37 -4.03 -1.13 0.0851
C 3.70 -5.31 0.74 -0.1659
F 4.29 -6.43 0.22 0.0481
C 3.06 -5.34 1.98 -0.1696
F 3.05 -6.51 2.68 0.0629
C 2.46 -4.22 2.50 -0.1327
F 1.89 -4.39 3.74 0.0272
C -1.23 1.07 3.18 -0.2130
C -0.72 2.12 2.18 -0.2424
N -1.03 1.72 0.83 -0.0437
C -0.87 2.57 -0.17 -0.2315
C -1.26 2.18 -1.49 -0.1805
F -1.74 0.93 -1.68 0.0568
C -1.23 3.02 -2.58 -0.1588
F -1.68 2.58 -3.79 0.0841
C -0.81 4.34 -2.46 -0.1557
F -0.84 5.19 -3.52 0.0565
C -0.39 4.77 -1.21 -0.1537
F 0.00 6.06 -1.04 0.0744
C -0.41 3.92 -0.11 -0.1255
F 0.02 4.47 1.06 0.0441
H -1.72 -1.20 4.61 0.0882
H -1.22 -2.25 3.25 0.0692
H -2.54 -1.12 3.02 0.0292
H 0.45 -0.21 4.84 0.1146
H 1.28 0.45 3.40 0.0995
H 0.70 -2.49 3.88 0.0880
H 2.22 -1.68 4.25 0.1180
H -1.08 1.46 4.20 0.1165
H -2.31 0.97 3.02 0.0997
H 0.35 2.28 2.31 0.0911
H -1.23 3.06 2.44 0.1120
C -0.23 -2.81 -3.49 -0.1343
C 0.77 -2.32 -4.31 -0.1345
C 1.62 -1.33 -3.86 -0.0647
C 1.49 -0.76 -2.58 -0.2149
C 0.49 -1.31 -1.74 -0.2379
C -0.34 -2.32 -2.19 -0.1844
C 2.38 0.30 -2.11 -0.2820
C 3.38 0.84 -2.93 -0.0508
C 4.29 1.75 -2.44 -0.0692
C 4.24 2.12 -1.08 -0.1895
C 5.18 2.95 -0.47 -0.0848
C 5.09 3.25 0.88 -0.1548
C 4.04 2.73 1.63 -0.1338
C 3.09 1.93 1.04 -0.0461
C 3.16 1.58 -0.32 -0.2480
N 2.25 0.75 -0.83 0.0390
H -0.90 -3.59 -3.83 0.0788
H 0.90 -2.72 -5.31 0.0838
H 2.41 -1.00 -4.53 0.0824
H -1.08 -2.74 -1.53 0.0236
H 3.46 0.55 -3.97 0.0837
H 5.06 2.17 -3.08 0.0865
H 5.99 3.36 -1.06 0.0905
H 5.85 3.87 1.35 0.0737
H 3.99 2.95 2.69 0.0844
H 2.27 1.52 1.62 0.0609
C -4.41 2.46 -0.81 -0.0702
C -4.43 1.69 0.52 -0.2393
N -3.52 0.57 0.59 -0.0208
C -3.81 -0.66 0.13 -0.8190
S -2.79 -1.93 0.45 0.6883
N -5.03 -0.86 -0.47 -0.0230
C -5.26 -2.09 -1.20 -0.3120
C -4.54 -2.10 -2.55 -0.0906
H -5.26 3.14 -0.86 0.0676
H -4.44 1.78 -1.65 0.0693
H -3.50 3.04 -0.89 0.0588
H -5.44 1.34 0.74 0.1054
H -4.14 2.38 1.32 0.1127
H -2.51 0.81 0.73 0.0617
H -5.41 -0.05 -0.93 0.1066
H -6.35 -2.18 -1.34 0.1030
H -4.90 -2.91 -0.58 0.0611
H -4.86 -1.27 -3.17 0.0681
H -4.73 -3.04 -3.07 0.0656
H -3.47 -2.01 -2.37 0.0463
```